# 1
DFT (ωB97M-V with the def2-TZVPD basis set) results for a molecular structure, C33H41ClIN6ORuSSe.

Geometry as XYZ:
```
86
Properties=species:S:1:pos:R:3:forces:R:3:lowdin_spin:R:1
Ru -0.7556 1.1517 0.1666 -0.9 0.6 -0.3 0.761
Cl -1.1974 7.7040 -2.1593 0.0 0.1 0.0 0.000
C -0.8701 6.0192 -1.9796 0.0 -0.1 0.0 -0.001
C -0.1048 5.3695 -2.9092 0.0 0.1 0.0 0.000
C 0.1850 4.0013 -2.7856 -0.1 -0.1 0.2 -0.001
I 1.3052 3.0325 -4.2411 0.0 0.0 0.0 0.002
C -0.2708 3.2716 -1.7015 -0.2 0.4 0.2 0.002
O -0.0161 2.0037 -1.5200 0.2 -0.4 -0.1 0.039
C -1.1024 3.9483 -0.7473 0.0 -0.1 -0.3 0.000
N -1.6092 3.1725 0.2696 0.6 0.1 -0.1 -0.002
C -2.4104 3.7338 1.1531 0.0 -0.1 0.0 0.002
C -2.7653 5.0892 1.0975 0.0 0.1 0.0 0.000
C -2.2642 5.8804 0.1017 0.0 0.0 0.0 0.000
C -1.4141 5.3179 -0.8735 0.1 -0.1 -0.1 0.000
H 0.2828 5.9194 -3.7556 0.0 0.0 0.0 0.000
H -2.7763 3.0963 1.9476 0.0 0.0 0.0 0.001
H -3.4250 5.4905 1.8528 0.0 0.0 0.0 0.000
H -2.5141 6.9309 0.0459 0.0 0.0 0.0 0.000
S -1.4140 0.9370 2.4000 0.1 0.3 -0.1 0.100
C 0.0570 1.9142 2.5509 -0.4 -0.5 0.2 0.004
C 0.4457 2.7355 3.5953 0.3 -0.1 -0.1 0.004
C 1.6243 3.4439 3.4238 0.1 0.0 -0.1 -0.002
C 2.3467 3.3330 2.2344 0.0 0.0 0.0 0.005
C 1.8655 2.5237 1.2225 0.1 0.0 0.1 -0.002
N 0.7464 1.8190 1.4000 -0.4 0.2 0.0 -0.002
H -0.1542 2.8091 4.4905 0.0 0.0 0.0 0.000
H 1.9814 4.0967 4.2091 0.0 0.0 0.0 0.000
H 3.2636 3.8844 2.0872 0.0 0.0 0.0 0.000
H 2.3561 2.4215 0.2627 0.0 0.0 0.0 0.000
C -2.2607 -3.4403 1.0390 0.0 0.1 0.2 0.001
C -0.8976 -3.9837 1.4608 0.0 0.0 0.0 0.002
C -0.4143 -3.3874 2.7842 0.0 0.0 0.0 0.000
C 0.1395 -1.9780 2.6239 -0.1 -0.1 -0.1 0.002
N 1.3651 -1.9516 1.8291 0.0 -0.1 0.1 0.004
C 1.4703 -1.5821 0.5505 0.1 0.2 -0.2 0.007
Se 0.0538 -1.0103 -0.5596 0.2 0.0 0.1 0.068
N 2.7395 -1.7281 0.1422 -0.1 0.0 0.1 0.001
C 3.3043 -1.4275 -1.1759 0.0 0.0 0.0 0.003
C 3.5451 -2.6923 -1.9928 0.0 0.0 0.0 0.000
C 2.2636 -3.3372 -2.5158 0.0 0.0 0.0 0.000
C 1.6304 -2.5587 -3.6631 0.0 0.0 0.0 0.001
C 3.4850 -2.2372 1.2012 0.0 -0.1 0.1 0.000
C 4.8327 -2.5661 1.3062 0.0 0.0 0.0 0.000
C 5.2544 -3.0456 2.5296 0.0 0.0 0.0 0.001
C 4.3727 -3.1866 3.6120 0.0 0.0 0.0 0.000
C 3.0370 -2.8545 3.5102 0.0 0.0 0.0 0.000
C 2.6099 -2.3807 2.2739 0.2 0.0 0.0 0.000
H -2.5086 -3.7359 0.0189 0.0 0.0 -0.1 0.000
H -2.2782 -2.3464 1.0895 0.1 -0.2 0.1 0.000
H -3.0489 -3.8132 1.6937 0.0 0.0 0.0 0.000
H -0.1631 -3.7794 0.6743 0.0 0.0 0.0 0.001
H -0.9427 -5.0692 1.5502 -0.1 0.0 0.0 0.000
H 0.3312 -4.0332 3.2513 0.0 0.0 0.0 0.000
H -1.2482 -3.3212 3.4879 0.0 -0.1 0.0 0.000
H 0.3705 -1.5171 3.5851 0.0 0.0 0.0 0.001
H -0.5737 -1.3250 2.1181 0.2 -0.2 0.2 0.000
H 4.2346 -0.8865 -0.9964 0.0 0.0 0.0 0.000
H 2.6162 -0.7455 -1.6743 0.0 0.0 0.0 0.002
H 4.1074 -3.4059 -1.3864 0.0 0.0 0.0 0.000
H 4.1912 -2.4240 -2.8323 0.0 0.0 0.0 0.000
H 1.5467 -3.4512 -1.6939 0.0 0.0 0.0 0.000
H 2.4928 -4.3504 -2.8489 0.0 0.0 0.0 0.000
H 1.3294 -1.5536 -3.3587 0.0 0.0 0.0 0.001
H 0.7466 -3.0725 -4.0431 0.0 0.0 0.0 0.000
H 2.3305 -2.4579 -4.4940 0.0 0.0 0.0 0.000
H 5.5187 -2.4511 0.4791 0.0 0.0 0.0 0.000
H 6.2919 -3.3188 2.6609 0.0 0.0 0.0 0.000
H 4.7528 -3.5636 4.5511 0.0 0.0 0.0 0.000
H 2.3665 -2.9528 4.3521 0.0 0.0 0.0 0.000
N -4.2144 -0.9394 -2.7269 0.1 -0.1 0.0 0.000
C -4.5760 -0.7941 -1.2754 0.0 0.0 0.0 0.000
C -3.3201 -0.4520 -0.4891 -0.1 0.0 0.0 0.001
N -2.6182 0.7495 -0.9769 0.1 -0.2 0.0 -0.004
C -2.3818 0.6905 -2.4330 0.0 0.0 -0.1 -0.001
C -3.6216 0.3438 -3.2404 0.0 0.0 0.0 0.000
H -5.0310 -1.2069 -3.2798 0.0 0.0 0.0 0.000
H -3.5295 -1.6941 -2.8307 0.0 0.0 0.0 0.000
H -5.0177 -1.7291 -0.9359 0.0 0.0 0.0 0.000
H -5.3296 -0.0071 -1.2326 0.0 0.0 0.1 0.000
H -2.6169 -1.2904 -0.5172 -0.1 0.1 -0.1 0.001
H -3.5912 -0.3029 0.5556 0.0 0.0 0.0 0.000
H -3.1636 1.5811 -0.7547 0.0 0.0 0.0 0.000
H -1.5842 -0.0334 -2.6251 0.0 0.0 0.0 0.000
H -2.0038 1.6518 -2.7759 0.0 0.0 0.0 0.000
H -3.3837 0.2093 -4.2940 0.0 0.0 0.0 0.000
H -4.4067 1.0949 -3.1463 0.0 0.0 0.0 0.000
```
Positions in Å, forces in eV/Å.

The value obtained for the total energy is -5337.8986 Ha. The expectation value of S² is 0.756. Its energy above the lowest of the compared OMol25 structures with the same formula, charge and spin is 0.000 eV. As for the spin multiplicity: 2. The calculation puts the LUMO energy (spin up / spin down) at -5.1 / -5.9 eV. Its charge is +2.

***

# 2
DFT (ωB97M-V with the def2-TZVPD basis set) results for a molecular structure, C33H41F5HgN6OPSSb.

Geometry as XYZ:
```
90
Properties=species:S:1:pos:R:3:forces:R:3:lowdin_spin:R:1
Hg 0.4436 0.3357 0.2842 0.0 0.2 0.3 0.002
C 3.1291 -2.1114 -4.0713 -0.1 0.0 0.1 0.018
N 2.5407 -2.0268 -2.7588 0.2 0.0 0.0 0.090
C 2.1711 -3.0825 -1.9494 0.0 0.0 -0.1 0.038
C 1.6973 -2.5359 -0.8029 0.0 0.1 0.1 0.010
N 1.7744 -1.1671 -0.8700 0.0 0.2 0.0 0.097
C 2.3188 -0.8497 -2.0688 -0.2 0.0 -0.1 0.125
P 2.2893 0.7578 -2.9393 0.1 -0.1 0.3 0.222
C 0.6522 1.5622 -2.7024 -0.3 -0.1 0.0 0.096
N -0.0944 1.6304 -1.5787 0.2 0.0 -0.2 0.071
C -1.3718 1.9730 -1.9551 0.0 -0.1 0.2 0.010
C -1.4324 2.1087 -3.3022 0.1 -0.1 -0.1 0.032
N -0.1669 1.8301 -3.7761 0.2 0.1 0.0 0.067
C 0.2511 1.8151 -5.1550 0.0 0.0 0.0 0.014
C 3.2184 1.7338 -1.6629 0.1 0.0 0.1 0.040
N 3.0920 1.7065 -0.3525 -0.1 -0.1 0.2 0.002
C 4.0146 2.5803 0.1599 -0.1 -0.1 -0.1 0.001
C 4.7265 3.1449 -0.8582 -0.1 0.0 -0.1 0.000
N 4.2177 2.6037 -2.0160 0.0 0.1 -0.2 0.001
C 4.6571 2.9154 -3.3661 0.0 0.0 0.2 0.009
H 3.3913 -3.1454 -4.2847 0.0 0.0 0.0 0.000
H 4.0269 -1.4939 -4.1247 0.0 0.0 0.0 0.008
H 2.4308 -1.7500 -4.8334 0.0 0.0 0.0 0.008
H 2.2623 -4.1095 -2.2643 0.0 0.1 0.0 0.005
H 1.2770 -3.0361 0.0568 0.0 0.0 -0.1 0.000
H -2.1677 2.0876 -1.2359 0.1 -0.1 -0.1 0.000
H -2.2517 2.3523 -3.9593 0.1 0.0 0.0 0.004
H -0.5884 2.0920 -5.7886 0.0 0.0 0.0 0.000
H 0.6004 0.8181 -5.4332 0.0 0.0 0.0 0.008
H 1.0723 2.5134 -5.3209 0.0 0.0 0.0 0.004
H 4.0995 2.7554 1.2229 0.0 0.0 -0.1 0.000
H 5.5200 3.8755 -0.8637 0.0 -0.1 -0.1 0.000
H 5.4418 3.6666 -3.3147 0.0 0.0 0.0 0.001
H 3.8340 3.3059 -3.9599 0.0 0.0 0.0 0.003
H 5.0409 2.0268 -3.8620 0.0 0.0 0.0 0.003
F -3.3082 5.6611 3.7812 -0.2 0.2 0.1 0.000
C -2.3761 4.7598 3.4605 0.0 0.0 0.0 0.000
C -2.5485 3.9303 2.3735 0.0 0.0 0.0 0.000
F -3.6578 4.0372 1.6387 -0.1 0.0 -0.1 0.000
C -1.5863 2.9941 2.0554 0.2 0.1 0.1 0.000
F -1.8136 2.2187 0.9987 -0.1 -0.1 -0.2 0.000
C -0.4093 2.8417 2.7887 -0.2 0.1 -0.2 0.000
S 0.8273 1.6777 2.4347 0.5 -0.2 -0.3 -0.001
C -0.2707 3.7079 3.8736 0.1 -0.1 -0.1 0.000
F 0.8293 3.6476 4.6324 0.1 0.0 0.1 0.000
C -1.2249 4.6450 4.2093 0.0 0.0 0.0 0.000
F -1.0432 5.4489 5.2620 0.1 0.1 0.2 0.000
C 1.7517 -3.9309 3.2971 -0.1 0.0 -0.1 0.000
Sb 1.6082 -1.8247 2.7820 0.2 -0.2 0.4 0.000
C 3.7608 -1.6489 2.6944 -0.1 0.1 -0.1 0.000
C 1.4913 -1.1904 4.8388 0.0 0.0 0.0 0.000
H 2.4256 -4.0590 4.1481 -0.1 0.0 -0.1 0.000
H 2.1492 -4.4806 2.4388 0.0 0.0 0.1 0.000
H 0.7671 -4.3359 3.5453 0.1 0.0 0.0 0.000
H 4.2024 -2.1149 3.5776 0.0 0.0 0.0 0.000
H 4.0460 -0.5957 2.6452 0.0 -0.1 0.0 0.000
H 4.1183 -2.1528 1.7937 0.0 0.1 0.1 0.000
H 2.2161 -1.7435 5.4421 0.0 0.0 -0.1 0.000
H 0.4846 -1.3659 5.2239 0.1 0.0 0.0 0.000
H 1.7004 -0.1217 4.8808 0.0 0.0 0.0 0.000
C -2.0236 -0.0830 3.2123 -0.2 -0.1 0.0 0.000
C -3.1530 -0.9106 2.5990 0.3 0.0 -0.1 0.000
C -2.8480 -2.4084 2.7521 0.0 0.0 0.0 0.000
C -3.4649 -0.6023 1.1399 -0.2 0.1 0.1 0.000
C -4.7327 -0.1221 0.8305 0.1 0.1 0.0 0.000
C -5.1920 -0.0485 -0.4795 0.0 0.0 0.1 0.000
C -4.4050 -0.6251 -1.4670 0.1 0.0 0.0 0.000
C -3.1294 -1.1196 -1.2046 -0.1 0.0 -0.2 0.001
C -2.5227 -2.0447 -2.2561 0.2 0.0 0.2 0.000
C -1.0838 -1.7826 -2.6894 -0.1 0.0 0.1 0.003
C -2.6283 -3.4873 -1.7341 0.0 0.0 -0.1 0.000
C -2.5604 -0.9472 0.0927 0.0 -0.1 0.0 0.000
O -1.2956 -1.2084 0.3462 -0.1 -0.2 -0.1 0.004
H -1.8130 -0.4197 4.2347 0.0 0.0 -0.1 0.000
H -2.2851 0.9774 3.2542 0.0 -0.2 0.0 0.000
H -1.1190 -0.1926 2.6179 -0.1 0.0 0.1 0.000
H -4.0656 -0.6926 3.1613 -0.1 0.0 0.0 0.000
H -1.9278 -2.6483 2.2121 -0.1 0.0 0.0 0.000
H -3.6608 -3.0120 2.3402 0.0 0.0 0.0 0.000
H -2.7154 -2.6751 3.8069 0.0 0.0 -0.1 0.000
H -5.3860 0.1821 1.6451 0.0 0.0 0.0 0.000
H -6.1631 0.3746 -0.7093 0.0 -0.1 0.0 0.000
H -4.8051 -0.7343 -2.4721 0.0 0.0 0.0 0.000
H -3.1550 -1.9601 -3.1447 -0.1 0.0 0.0 0.000
H -0.4118 -1.9534 -1.8538 0.0 0.0 -0.1 0.001
H -0.9590 -0.7604 -3.0329 0.1 0.3 -0.1 0.001
H -0.8081 -2.4560 -3.5105 0.0 0.0 0.1 0.001
H -2.0059 -3.5935 -0.8396 -0.1 0.0 -0.1 0.000
H -2.2771 -4.2001 -2.4895 0.0 0.0 0.1 0.000
H -3.6600 -3.7345 -1.4709 0.1 0.0 0.0 0.000
```
Positions in Å, forces in eV/Å.

The value obtained for the total energy is -3318.3797 Ha. The expectation value of S² is 0.758. Its energy above the lowest of the compared OMol25 structures with the same formula, charge and spin is 0.000 eV. As for the spin multiplicity: 2. The calculation puts the LUMO energy (spin up / spin down) at 2.4 / 2.3 eV. Its charge is -1.